1.
ORCA calculation (ωB97M-V/def2-TZVPD) on a structure of composition C42H51Cl3N5O3ReTe.

As for the lowest unoccupied orbital energy (spin up / spin down): -5.4 / -6.2 eV. For the molar mass, the calculation gives 1094.07 u. Its HOMO-LUMO gap (spin up / spin down) is 7.686 / 6.526 eV. The value obtained for the energy above the lowest of the compared OMol25 structures with the same formula, charge and spin is 0.0 kcal per mole. The calculation puts the HOMO energy (spin up / spin down) at -0.4807 / -0.4667 Ha. The expectation value of S² is 2.02. As for the charge: +2. Its multiplicity is 3.

Geometry as XYZ:
```
106
Properties=species:S:1:pos:R:3:lowdin_spin:R:1
Re 2.06 -1.29 -0.62 1.69
C 4.56 -0.85 1.40 0.00
C 3.17 -1.46 1.54 0.00
C 2.27 -0.74 2.39 0.05
C 2.50 0.73 2.62 0.01
C 1.24 -1.40 3.04 0.02
C 0.39 -0.69 4.06 0.00
C 0.98 -2.76 2.75 0.02
C -0.17 -3.44 3.44 0.00
C 1.80 -3.47 1.87 0.04
C 1.53 -4.93 1.64 0.01
C 2.93 -2.84 1.30 -0.01
C 3.98 -3.73 0.66 0.00
H 4.99 -0.78 2.40 0.00
H 4.55 0.15 0.98 0.00
H 5.24 -1.44 0.80 0.00
H 1.57 1.25 2.81 0.00
H 2.99 1.19 1.76 0.00
H 3.15 0.91 3.48 0.00
H 0.20 -1.34 4.92 0.00
H -0.59 -0.40 3.66 0.00
H 0.87 0.21 4.44 0.00
H -0.53 -4.30 2.88 0.00
H -1.00 -2.76 3.58 0.00
H 0.13 -3.79 4.43 0.00
H 2.21 -5.37 0.91 0.00
H 0.52 -5.10 1.28 0.00
H 1.64 -5.50 2.56 0.00
H 4.37 -4.42 1.41 0.00
H 4.83 -3.18 0.26 0.00
H 3.59 -4.32 -0.16 0.00
Cl 5.10 -1.02 -4.38 0.00
C 5.44 -1.77 -2.80 0.00
Cl 5.78 -3.47 -2.99 0.00
Cl 6.77 -0.94 -2.00 0.00
C 4.16 -1.57 -1.99 0.01
O 3.92 -0.49 -1.39 0.03
O 3.28 -2.47 -1.91 0.03
C -2.28 5.64 5.31 0.00
C -1.90 4.64 4.26 0.00
C -0.76 4.81 3.48 0.00
C -0.39 3.89 2.50 0.00
C 0.87 4.17 1.72 0.00
C -1.22 2.77 2.32 0.00
Te -0.61 1.63 0.70 0.01
N 0.36 -1.21 0.10 -0.02
C -0.79 -1.22 0.60 0.02
O -1.26 -0.09 1.28 0.00
C -1.73 -2.35 0.61 0.00
C -1.39 -3.51 -0.07 0.01
C -2.25 -4.59 -0.07 0.00
C -3.45 -4.53 0.63 0.01
C -3.79 -3.37 1.32 0.00
C -2.94 -2.28 1.31 0.00
C -2.10 2.01 -0.70 0.00
C -3.31 1.33 -0.63 0.00
C -4.30 1.61 -1.56 0.00
C -4.06 2.57 -2.54 0.00
C -2.85 3.23 -2.59 0.00
C -1.83 2.97 -1.68 0.00
C -0.55 3.75 -1.78 0.00
C -2.37 2.56 3.09 0.00
C -3.29 1.37 2.98 0.00
C -2.68 3.51 4.05 0.00
H -1.53 6.43 5.40 0.00
H -2.40 5.16 6.28 0.00
H -3.23 6.11 5.05 0.00
H -0.13 5.68 3.64 0.00
H 1.32 5.09 2.07 0.00
H 0.70 4.31 0.65 0.00
H 1.61 3.37 1.84 0.00
H -0.45 -3.57 -0.61 0.00
H -1.99 -5.49 -0.61 0.00
H -4.12 -5.38 0.64 0.00
H -4.72 -3.32 1.87 0.00
H -3.20 -1.39 1.85 0.00
H -3.48 0.58 0.13 0.00
H -5.24 1.09 -1.52 0.00
H -4.83 2.80 -3.26 0.00
H -2.68 3.97 -3.37 0.00
H -0.31 3.94 -2.82 0.00
H 0.32 3.24 -1.36 0.00
H -0.65 4.72 -1.28 0.00
H -2.96 0.62 2.27 0.00
H -4.30 1.70 2.70 0.00
H -3.37 0.89 3.95 0.00
H -3.56 3.35 4.66 0.00
C -0.70 1.88 -6.54 0.00
C -0.40 0.39 -6.61 0.00
C -1.55 -0.47 -6.11 0.00
C 0.93 -0.01 -5.97 0.00
N 0.91 -0.05 -4.49 0.01
C 1.55 -0.89 -3.69 0.02
N 1.27 -0.55 -2.45 0.01
N 0.44 0.51 -2.52 0.01
N 0.23 0.82 -3.73 0.00
H -1.60 2.09 -7.11 0.00
H 0.11 2.47 -6.96 0.00
H -0.87 2.21 -5.51 0.00
H -0.23 0.14 -7.67 0.00
H -1.83 -0.22 -5.09 0.00
H -1.32 -1.54 -6.15 0.00
H -2.43 -0.32 -6.73 0.00
H 1.74 0.67 -6.26 0.00
H 1.20 -1.02 -6.27 0.00
H 2.17 -1.71 -4.01 0.00
```

2.
ORCA calculation (ωB97M-V/def2-TZVPD) on an isolated molecule of C10H10S5 at a distorted geometry.

As for the lowest unoccupied orbital energy: 0.4 eV. For the molar mass, the calculation gives 290.52 u. Its HOMO-LUMO gap is 8.808 eV. The value obtained for the energy above the lowest of the compared OMol25 structures with the same formula, charge and spin is 93.0 kcal per mole. The calculation puts the HOMO energy at -0.3100 Ha. The SMILES is c1csc(CSSSCc2cccs2)c1. As for the charge: 0.

Geometry as XYZ:
```
25
Properties=species:S:1:pos:R:3:lowdin_charge:R:1
C -0.95 2.35 -1.42 -0.43
C -1.36 -1.79 1.78 -0.68
C -0.29 -1.07 2.34 -0.70
C 0.82 -1.40 1.70 -0.11
C 1.77 -0.29 2.08 -0.15
C 1.33 0.55 3.13 -0.43
C -0.34 1.34 -2.31 -0.59
C 0.80 0.64 -1.99 -0.20
C 1.20 -0.44 -2.84 -0.16
C 0.11 -0.67 -3.67 -0.49
H -2.02 2.64 -1.66 0.09
H -0.36 3.35 -1.31 0.08
H -2.29 -2.13 2.50 0.15
H -1.08 -2.76 1.44 0.06
H 1.32 -1.95 0.93 0.12
H 2.81 -0.36 1.98 0.06
H 1.90 1.29 3.64 0.06
H 1.39 1.13 -1.13 0.13
H 2.04 -1.08 -2.65 0.10
H -0.14 -1.74 -4.21 0.13
S -0.81 2.04 0.58 0.37
S -2.40 0.87 0.86 0.12
S -1.85 -1.12 0.26 0.54
S -0.35 0.36 3.35 0.96
S -1.27 0.26 -3.39 0.98
```

3.
ORCA calculation (ωB97M-V/def2-TZVPD) on a structure of composition C35H38Br2InN4O2S3 at a distorted geometry.

As for the lowest unoccupied orbital energy: -8.1 eV. For the molar mass, the calculation gives 917.54 u. Its HOMO-LUMO gap is 8.223 eV. The calculation puts the HOMO energy at -0.5998 Ha. As for the charge: +3.

Geometry as XYZ:
```
85
Properties=species:S:1:pos:R:3:lowdin_charge:R:1
In -0.01 0.21 -0.11 0.89
C 2.35 -0.11 2.31 -0.14
C 2.17 -1.51 1.70 -0.15
N 0.83 -1.75 1.17 -0.13
C -0.14 -2.33 2.09 -0.23
C -0.63 -1.34 3.14 -0.36
S -1.17 0.24 2.42 0.98
C -0.08 1.50 3.16 -0.37
C 1.09 2.00 2.29 -0.23
N 1.72 0.94 1.50 -0.10
H 3.41 0.07 2.42 0.15
H 1.91 -0.08 3.31 0.11
H 2.43 -2.25 2.46 0.15
H 2.88 -1.61 0.88 0.09
H 0.93 -2.33 0.35 0.08
H 0.29 -3.19 2.62 0.14
H -0.99 -2.68 1.51 0.09
H 0.12 -1.13 3.90 0.09
H -1.50 -1.75 3.64 0.10
H 0.26 1.09 4.11 0.09
H -0.73 2.34 3.39 0.10
H 1.81 2.46 2.97 0.15
H 0.73 2.77 1.60 0.11
H 2.41 1.35 0.87 0.13
Br 1.05 4.28 -5.70 0.90
C 0.81 3.20 -4.19 -0.64
C 1.30 1.90 -4.15 -0.05
C 1.08 1.15 -3.02 -0.09
N 0.41 1.61 -1.95 0.06
C -0.11 2.84 -2.00 -0.18
C 0.09 3.66 -3.09 -0.02
C -1.04 3.22 -0.91 -0.20
C -1.60 4.49 -0.83 -0.02
C -2.64 4.72 0.06 -0.64
Br -3.44 6.41 0.15 0.90
C -3.09 3.67 0.84 -0.05
C -2.44 2.46 0.75 -0.13
N -1.41 2.24 -0.08 0.05
H 1.84 1.48 -4.99 0.11
H 1.42 0.13 -2.98 0.06
H -0.35 4.65 -3.14 0.11
H -1.25 5.30 -1.45 0.12
H -3.93 3.79 1.52 0.13
H -2.77 1.63 1.35 0.06
C -1.30 -3.06 -2.31 -0.18
S -2.20 -2.25 -0.97 1.03
O -1.68 -0.79 -1.03 -0.57
C -3.83 -2.20 -1.69 -0.41
C -4.13 -1.36 -2.76 -0.07
C -5.39 -1.43 -3.31 -0.04
C -6.34 -2.32 -2.81 -0.03
C -6.03 -3.13 -1.73 -0.04
C -4.77 -3.07 -1.15 -0.07
H -1.67 -2.70 -3.27 0.08
H -1.47 -4.13 -2.22 0.08
H -0.25 -2.82 -2.19 0.03
H -3.39 -0.67 -3.14 0.12
H -5.65 -0.78 -4.14 0.12
H -7.32 -2.37 -3.26 0.13
H -6.76 -3.82 -1.33 0.12
H -4.52 -3.71 -0.31 0.12
O 1.66 -1.20 -1.30 -0.61
S 3.15 -1.04 -1.70 1.08
C 3.93 -2.60 -1.27 -0.40
C 5.32 -2.57 -1.18 -0.07
C 5.99 -3.74 -0.85 -0.03
C 5.27 -4.90 -0.59 -0.03
C 3.89 -4.91 -0.68 -0.04
C 3.21 -3.75 -1.03 -0.08
C 3.20 -1.18 -3.48 -0.41
C 4.04 -0.31 -4.16 -0.08
C 4.11 -0.38 -5.55 -0.05
C 3.33 -1.31 -6.23 -0.03
C 2.49 -2.18 -5.53 -0.03
C 2.43 -2.12 -4.15 -0.06
H 5.87 -1.66 -1.38 0.12
H 7.07 -3.74 -0.79 0.13
H 5.80 -5.81 -0.33 0.13
H 3.34 -5.82 -0.50 0.12
H 2.13 -3.76 -1.13 0.10
H 4.65 0.41 -3.62 0.12
H 4.76 0.28 -6.09 0.13
H 3.39 -1.37 -7.31 0.13
H 1.90 -2.90 -6.07 0.12
H 1.80 -2.81 -3.60 0.11
```